Density functional theory data (the ωB97M-V functional and the def2-TZVPD basis) for 10 unconnected molecules or ions with the total composition C59H151N16O17P5.

Each atom is followed by the atoms it is bonded to, with distances in Å.
Atoms and positions in Å:
1 N -5.00 -1.26 0.15  C2 1.303, C6 1.357
2 C -5.97 -1.48 1.00  N1 1.303, C3 1.439, H7 1.080
3 C -6.06 -2.73 1.72  C2 1.439, C4 1.400, H8 1.080
4 C -5.09 -3.69 1.41  C3 1.400, C5 1.348, H9 1.080
5 C -4.17 -3.53 0.44  C4 1.348, C6 1.410, H10 1.080
6 C -4.18 -2.28 -0.20  N1 1.357, C5 1.410, H11 1.080
7 H -6.67 -0.68 1.17  C2 1.080
8 H -6.89 -2.92 2.39  C3 1.080
9 H -5.09 -4.64 1.93  C4 1.080
10 H -3.44 -4.24 0.08  C5 1.080
11 H -3.43 -1.94 -0.91  C6 1.080
12 O 1.41 -2.93 4.91  P13 1.480
13 P 2.59 -3.70 4.46  O12 1.480, N14 1.730, N17 1.736, N20 1.729
14 N 3.97 -2.80 3.94  P13 1.730, C15 1.433, C16 1.398
15 C 5.25 -3.33 3.56  N14 1.433, H23 1.090, H24 1.090, H25 1.090
16 C 3.79 -1.46 3.56  N14 1.398, H26 1.090, H27 1.090, H28 1.090
17 N 2.19 -4.74 3.13  P13 1.736, C18 1.376, C19 1.518
18 C 3.03 -5.79 2.82  N17 1.376, H29 1.090, H30 1.090, H31 1.090
19 C 1.37 -4.15 1.99  N17 1.518, H32 1.090, H33 1.090, H34 1.090
20 N 3.19 -4.70 5.74  P13 1.729, C21 1.447, C22 1.471
21 C 2.37 -5.81 6.18  N20 1.447, H35 1.090, H36 1.090, H37 1.090
22 C 4.06 -4.13 6.78  N20 1.471, H38 1.090, H39 1.090, H40 1.090
23 H 5.33 -4.27 4.11  C15 1.090
24 H 6.08 -2.64 3.71  C15 1.090
25 H 5.18 -3.60 2.51  C15 1.090
26 H 4.75 -0.95 3.46  C16 1.090
27 H 3.13 -0.93 4.25  C16 1.090
28 H 3.32 -1.39 2.58  C16 1.090
29 H 3.42 -6.29 3.70  C18 1.090
30 H 2.52 -6.50 2.17  C18 1.090
31 H 3.86 -5.34 2.27  C18 1.090
32 H 0.71 -3.42 2.46  C19 1.090
33 H 1.97 -3.60 1.27  C19 1.090
34 H 0.84 -4.89 1.39  C19 1.090
35 H 1.71 -5.42 6.95  C21 1.090
36 H 1.78 -6.15 5.33  C21 1.090
37 H 2.92 -6.65 6.60  C21 1.090
38 H 3.48 -3.45 7.41  C22 1.090
39 H 4.90 -3.64 6.29  C22 1.090
40 H 4.50 -4.89 7.42  C22 1.090
41 O -4.07 5.85 2.81  P42 1.499
42 P -3.49 4.48 2.59  O41 1.499, N43 1.730, N46 1.698, N49 1.721
43 N -2.34 4.11 3.82  P42 1.730, C44 1.517, C45 1.472
44 C -1.31 3.00 3.76  N43 1.517, H52 1.090, H53 1.090, H54 1.090
45 C -2.61 4.55 5.20  N43 1.472, H55 1.090, H56 1.090, H57 1.090
46 N -2.58 4.46 1.16  P42 1.698, C47 1.436, C48 1.455
47 C -3.12 4.17 -0.14  N46 1.436, H58 1.090, H59 1.090, H60 1.090
48 C -1.32 5.18 1.05  N46 1.455, H61 1.090, H62 1.090, H63 1.090
49 N -4.62 3.19 2.51  P42 1.721, C50 1.456, C51 1.460
50 C -6.04 3.48 2.60  N49 1.456, H64 1.090, H65 1.090, H66 1.090
51 C -4.24 1.84 2.08  N49 1.460, H67 1.090, H68 1.090, H69 1.090
52 H -0.43 3.17 4.38  C44 1.090
53 H -0.99 2.88 2.73  C44 1.090
54 H -1.83 2.09 4.06  C44 1.090
55 H -1.70 4.73 5.78  C45 1.090
56 H -3.16 3.81 5.78  C45 1.090
57 H -3.05 5.54 5.18  C45 1.090
58 H -3.38 5.11 -0.63  C47 1.090
59 H -2.53 3.67 -0.90  C47 1.090
60 H -4.11 3.75 0.00  C47 1.090
61 H -1.40 6.26 1.16  C48 1.090
62 H -0.60 4.92 1.82  C48 1.090
63 H -0.91 5.05 0.05  C48 1.090
64 H -6.26 4.14 3.43  C50 1.090
65 H -6.33 4.09 1.74  C50 1.090
66 H -6.61 2.55 2.48  C50 1.090
67 H -3.24 1.57 2.41  C51 1.090
68 H -4.24 1.75 1.00  C51 1.090
69 H -4.95 1.12 2.49  C51 1.090
70 O -4.19 0.93 6.00  P71 1.516
71 P -4.77 -0.46 6.14  O70 1.516, N72 1.698, N75 1.709, N78 1.728
72 N -6.33 -0.54 5.47  P71 1.698, C73 1.470, C74 1.447
73 C -7.25 -1.65 5.78  N72 1.470, H81 1.090, H82 1.090, H83 1.090
74 C -6.56 0.21 4.25  N72 1.447, H84 1.090, H85 1.090, H86 1.090
75 N -4.97 -1.02 7.74  P71 1.709, C76 1.465, C77 1.438
76 C -5.80 -0.25 8.66  N75 1.465, H87 1.090, H88 1.090, H89 1.090
77 C -3.83 -1.55 8.44  N75 1.438, H90 1.090, H91 1.090, H92 1.090
78 N -3.96 -1.77 5.36  P71 1.728, C79 1.439, C80 1.498
79 C -2.88 -1.50 4.44  N78 1.439, H93 1.090, H94 1.090, H95 1.090
80 C -4.49 -3.17 5.37  N78 1.498, H96 1.090, H97 1.090, H98 1.090
81 H -7.27 -1.88 6.84  C73 1.090
82 H -6.91 -2.55 5.27  C73 1.090
83 H -8.29 -1.51 5.48  C73 1.090
84 H -7.63 0.33 4.09  C74 1.090
85 H -6.09 -0.29 3.40  C74 1.090
86 H -6.04 1.17 4.22  C74 1.090
87 H -5.34 0.70 8.91  C76 1.090
88 H -6.68 0.09 8.12  C76 1.090
89 H -5.98 -0.71 9.64  C76 1.090
90 H -2.94 -0.91 8.49  C77 1.090
91 H -4.14 -1.88 9.43  C77 1.090
92 H -3.41 -2.44 7.96  C77 1.090
93 H -3.17 -1.79 3.43  C79 1.090
94 H -2.67 -0.44 4.48  C79 1.090
95 H -2.07 -2.17 4.74  C79 1.090
96 H -5.12 -3.29 6.25  C80 1.090
97 H -3.72 -3.94 5.51  C80 1.090
98 H -5.04 -3.34 4.44  C80 1.090
99 O 5.23 5.73 0.11  P100 1.463
100 P 4.09 4.95 0.61  O99 1.463, N101 1.713, N104 1.732, N107 1.696
101 N 3.08 4.26 -0.59  P100 1.713, C102 1.453, C103 1.456
102 C 3.62 3.90 -1.90  N101 1.453, H110 1.090, H111 1.090, H112 1.090
103 C 1.86 3.51 -0.35  N101 1.456, H113 1.090, H114 1.090, H115 1.090
104 N 3.04 5.86 1.65  P100 1.732, C105 1.473, C106 1.414
105 C 3.58 6.40 2.91  N104 1.473, H116 1.090, H117 1.090, H118 1.090
106 C 2.03 6.62 1.02  N104 1.414, H119 1.090, H120 1.090, H121 1.090
107 N 4.53 3.67 1.63  P100 1.696, C108 1.442, C109 1.471
108 C 3.53 2.90 2.31  N107 1.442, H122 1.090, H123 1.090, H124 1.090
109 C 5.76 2.91 1.34  N107 1.471, H125 1.090, H126 1.090, H127 1.090
110 H 3.88 4.76 -2.52  C102 1.090
111 H 2.95 3.26 -2.46  C102 1.090
112 H 4.58 3.41 -1.78  C102 1.090
113 H 2.12 2.47 -0.18  C103 1.090
114 H 1.18 3.56 -1.20  C103 1.090
115 H 1.34 3.86 0.54  C103 1.090
116 H 2.75 6.88 3.44  C105 1.090
117 H 3.80 5.62 3.63  C105 1.090
118 H 4.48 7.00 2.77  C105 1.090
119 H 2.49 7.47 0.52  C106 1.090
120 H 1.52 6.14 0.20  C106 1.090
121 H 1.37 7.08 1.76  C106 1.090
122 H 2.60 3.42 2.56  C108 1.090
123 H 3.25 2.01 1.73  C108 1.090
124 H 3.84 2.67 3.33  C108 1.090
125 H 5.95 2.12 2.07  C109 1.090
126 H 6.60 3.60 1.35  C109 1.090
127 H 5.79 2.46 0.35  C109 1.090
128 O 1.59 -0.33 -4.56  P129 1.501
129 P 2.10 -0.27 -5.97  O128 1.501, N130 1.774, N133 1.675, N136 1.688
130 N 1.87 -1.73 -6.95  P129 1.774, C131 1.459, C132 1.450
131 C 2.25 -1.85 -8.35  N130 1.459, H139 1.090, H140 1.090, H141 1.090
132 C 1.06 -2.83 -6.45  N130 1.450, H142 1.090, H143 1.090, H144 1.090
133 N 3.74 0.05 -6.06  P129 1.675, C134 1.442, C135 1.431
134 C 4.43 0.06 -7.33  N133 1.442, H145 1.090, H146 1.090, H147 1.090
135 C 4.47 0.45 -4.90  N133 1.431, H148 1.090, H149 1.090, H150 1.090
136 N 1.38 0.99 -6.84  P129 1.688, C137 1.473, C138 1.460
137 C 1.56 2.41 -6.47  N136 1.473, H151 1.090, H152 1.090, H153 1.090
138 C 0.03 0.77 -7.35  N136 1.460, H154 1.090, H155 1.090, H156 1.090
139 H 2.65 -0.90 -8.72  C131 1.090
140 H 1.40 -2.01 -9.02  C131 1.090
141 H 2.91 -2.71 -8.41  C131 1.090
142 H 1.32 -3.07 -5.42  C132 1.090
143 H 1.13 -3.67 -7.14  C132 1.090
144 H 0.00 -2.57 -6.45  C132 1.090
145 H 4.70 -0.91 -7.76  C134 1.090
146 H 3.85 0.64 -8.04  C134 1.090
147 H 5.43 0.47 -7.20  C134 1.090
148 H 4.55 -0.37 -4.18  C135 1.090
149 H 5.46 0.87 -5.06  C135 1.090
150 H 3.90 1.17 -4.32  C135 1.090
151 H 1.22 2.47 -5.44  C137 1.090
152 H 2.58 2.76 -6.63  C137 1.090
153 H 0.95 3.12 -7.04  C137 1.090
154 H -0.05 1.47 -8.19  C138 1.090
155 H -0.70 1.03 -6.59  C138 1.090
156 H -0.21 -0.22 -7.71  C138 1.090
157 C -5.18 -2.64 -5.39  O158 1.401, H166 1.090, H167 1.090, H168 1.090
158 O -4.04 -2.68 -4.59  C157 1.401, C159 1.406
159 C -3.38 -1.45 -4.39  O158 1.406, C160 1.548, H169 1.090, H170 1.090
160 C -1.89 -1.73 -4.08  C159 1.548, O161 1.447, H171 1.090, H172 1.090
161 O -1.69 -2.35 -2.79  C160 1.447, C162 1.430
162 C -2.10 -3.72 -2.77  O161 1.430, C163 1.547, H173 1.090, H174 1.090
163 C -1.25 -4.40 -1.67  C162 1.547, O164 1.428, H175 1.090, H176 1.090
164 O 0.11 -4.64 -2.04  C163 1.428, C165 1.408
165 C 1.02 -3.58 -2.16  O164 1.408, H177 1.090, H178 1.090, H179 1.090
166 H -5.02 -2.50 -6.46  C157 1.090
167 H -5.81 -1.85 -4.97  C157 1.090
168 H -5.79 -3.54 -5.31  C157 1.090
169 H -3.95 -0.99 -3.58  C159 1.090
170 H -3.46 -0.78 -5.25  C159 1.090
171 H -1.51 -0.72 -4.25  C160 1.090
172 H -1.45 -2.37 -4.85  C160 1.090
173 H -1.92 -4.26 -3.70  C162 1.090
174 H -3.17 -3.78 -2.58  C162 1.090
175 H -1.60 -5.41 -1.49  C163 1.090
176 H -1.24 -3.83 -0.74  C163 1.090
177 H 2.06 -3.86 -2.37  C165 1.090
178 H 1.04 -3.05 -1.21  C165 1.090
179 H 0.66 -2.88 -2.91  C165 1.090
180 C 0.67 0.23 2.19  O181 1.383, H189 1.090, H190 1.090, H191 1.090
181 O -0.70 0.39 2.30  C180 1.383, C182 1.427
182 C -1.41 -0.02 1.13  O181 1.427, C183 1.589, H192 1.090, H193 1.090
183 C -1.10 0.94 -0.10  C182 1.589, O184 1.448, H194 1.090, H195 1.090
184 O 0.23 0.92 -0.66  C183 1.448, C185 1.359
185 C 0.64 -0.22 -1.27  O184 1.359, C186 1.551, H196 1.090, H197 1.090
186 C 2.18 -0.27 -1.45  C185 1.551, O187 1.407, H198 1.090, H199 1.090
187 O 2.72 -0.43 -0.16  C186 1.407, C188 1.411
188 C 4.09 -0.78 -0.22  O187 1.411, H200 1.090, H201 1.090, H202 1.090
189 H 1.17 0.65 3.07  C180 1.090
190 H 1.15 0.68 1.32  C180 1.090
191 H 0.91 -0.83 2.20  C180 1.090
192 H -2.50 -0.07 1.23  C182 1.090
193 H -1.18 -1.07 1.01  C182 1.090
194 H -1.24 1.98 0.20  C183 1.090
195 H -1.92 0.93 -0.82  C183 1.090
196 H 0.10 -0.53 -2.16  C185 1.090
197 H 0.38 -1.02 -0.58  C185 1.090
198 H 2.41 0.75 -1.77  C186 1.090
199 H 2.51 -0.90 -2.28  C186 1.090
200 H 4.38 -0.82 0.83  C188 1.090
201 H 4.78 -0.06 -0.65  C188 1.090
202 H 4.33 -1.78 -0.57  C188 1.090
203 C -7.71 2.59 -1.08  O204 1.373, H212 1.090, H213 1.090, H214 1.090
204 O -6.38 2.43 -0.78  C203 1.373, C205 1.378
205 C -5.50 1.89 -1.69  O204 1.378, C206 1.580, H215 1.090, H216 1.090
206 C -4.98 2.95 -2.74  C205 1.580, O207 1.395, H217 1.090, H218 1.090
207 O -3.95 2.58 -3.60  C206 1.395, C208 1.448
208 C -3.60 3.57 -4.60  O207 1.448, C209 1.493, H219 1.090, H220 1.090
209 C -2.34 3.17 -5.29  C208 1.493, O210 1.461, H221 1.090, H222 1.090
210 O -1.09 3.42 -4.58  C209 1.461, C211 1.430
211 C -0.91 2.59 -3.43  O210 1.430, H223 1.090, H224 1.090, H225 1.090
212 H -7.78 3.15 -2.01  C203 1.090
213 H -8.22 3.10 -0.26  C203 1.090
214 H -8.26 1.68 -1.33  C203 1.090
215 H -6.01 1.06 -2.18  C205 1.090
216 H -4.65 1.49 -1.12  C205 1.090
217 H -4.63 3.86 -2.25  C206 1.090
218 H -5.79 3.24 -3.41  C206 1.090
219 H -3.37 4.54 -4.15  C208 1.090
220 H -4.39 3.61 -5.34  C208 1.090
221 H -2.27 3.73 -6.22  C209 1.090
222 H -2.41 2.13 -5.61  C209 1.090
223 H 0.05 2.76 -2.95  C211 1.090
224 H -0.93 1.57 -3.81  C211 1.090
225 H -1.72 2.76 -2.72  C211 1.090
226 C 7.82 1.47 -2.05  O227 1.419, H235 1.090, H236 1.090, H237 1.090
227 O 7.47 0.43 -2.95  C226 1.419, C228 1.431
228 C 8.57 -0.40 -3.34  O227 1.431, C229 1.550, H238 1.090, H239 1.090
229 C 7.98 -1.34 -4.41  C228 1.550, O230 1.427, H240 1.090, H241 1.090
230 O 7.54 -2.61 -3.92  C229 1.427, C231 1.425
231 C 6.53 -2.68 -2.92  O230 1.425, C232 1.462, H242 1.090, H243 1.090
232 C 6.12 -4.06 -2.66  C231 1.462, O233 1.450, H244 1.090, H245 1.090
233 O 5.11 -4.05 -1.62  C232 1.450, C234 1.386
234 C 4.68 -5.32 -1.25  O233 1.386, H246 1.090, H247 1.090, H248 1.090
235 H 6.91 2.06 -1.95  C226 1.090
236 H 8.59 2.13 -2.42  C226 1.090
237 H 8.16 1.09 -1.09  C226 1.090
238 H 8.95 -1.12 -2.61  C228 1.090
239 H 9.40 0.21 -3.70  C228 1.090
240 H 8.69 -1.47 -5.23  C229 1.090
241 H 7.13 -0.84 -4.87  C229 1.090
242 H 5.63 -2.08 -3.06  C231 1.090
243 H 6.94 -2.31 -1.98  C231 1.090
244 H 6.97 -4.60 -2.24  C232 1.090
245 H 5.83 -4.65 -3.53  C232 1.090
246 H 4.17 -5.43 -0.29  C234 1.090
247 H 5.58 -5.93 -1.26  C234 1.090
248 H 3.92 -5.72 -1.92  C234 1.090

DFT total energy, eV: -168720.6221
SMILES: CN(C)P(=O)(N(C)C)N(C)C.CN(C)P(=O)(N(C)C)N(C)C.CN(C)P(=O)(N(C)C)N(C)C.CN(C)P(=O)(N(C)C)N(C)C.CN(C)P(=O)(N(C)C)N(C)C.COCCOCCOC.COCCOCCOC.COCCOCCOC.COCCOCCOC.c1ccncc1
Total charge: 0
Frontier orbital gap, eV: 8.10

Atom charges from the Mulliken analysis, given in e for atoms 1 to 5: 0.176 -0.510 -0.741 -0.242 -1.002